Here is C5H13BrLiNO4 as an isolated structure at a distorted geometry from the Open Molecules 2025 dataset. Energies are from the ωB97M-V functional and the def2-TZVPD basis.

Net charge   0
Strongest force on any atom   1.708 eV/Å
HOMO   -9.1 eV
LUMO energy   -1.43 eV

Structure (XYZ):
```
25
Properties=species:S:1:pos:R:3:forces:R:3:nbo_charge:R:1
Li -3.141983 -3.649010 -2.078238 0.5 0.7 -0.3 0.9349
Br -1.873592 -1.779922 -2.865744 -0.5 -0.8 0.3 -0.9242
C -0.444628 1.677750 -2.781598 0.0 0.1 -0.9 -0.4891
N -0.227995 2.882195 -1.931999 0.2 -0.9 0.3 0.5434
O -1.219121 3.480986 -1.583771 -0.2 0.3 0.0 -0.3883
O 0.905731 3.139519 -1.591866 0.1 0.2 -0.1 -0.3775
H 0.484999 1.179065 -3.033210 0.2 0.1 0.6 0.2276
H -0.848894 2.019498 -3.734889 -0.3 0.2 0.2 0.2245
H -1.163020 1.023651 -2.302531 0.1 0.0 0.1 0.2523
C -0.188721 1.588319 1.813961 0.5 -0.1 -0.1 -0.2490
O -0.149591 0.891158 0.575810 -0.8 0.3 -0.1 -0.5476
C -0.741509 -0.385670 0.647582 1.3 -1.1 0.1 -0.0922
C 0.357547 -1.450365 0.731604 -0.2 0.0 0.1 -0.0747
O 1.059506 -1.361882 1.949225 0.3 0.2 0.3 -0.5528
C 2.176550 -2.252500 1.996601 -1.1 0.6 -0.3 -0.2445
H 0.495619 1.110157 2.519942 -0.1 0.0 0.1 0.1806
H -1.200039 1.610155 2.226380 0.0 0.0 0.0 0.1624
H 0.165263 2.602392 1.638181 -0.1 0.0 -0.1 0.1974
H -1.283781 -0.657611 -0.257819 -0.2 0.5 -0.2 0.2043
H -1.400862 -0.518796 1.510071 -0.1 0.3 0.1 0.1679
H 1.070579 -1.338378 -0.091136 -0.1 0.1 -0.2 0.1729
H -0.121373 -2.437152 0.619525 0.1 -0.1 0.1 0.1434
H 1.735112 -3.237770 1.829936 0.7 -0.4 0.2 0.1641
H 2.642868 -2.129202 2.967820 -0.1 -0.2 0.1 0.1942
H 2.911324 -2.006577 1.226154 0.0 -0.1 -0.1 0.1701
```
Forces are in eV/Å.

Here is C22H33FIrN7O5 as an isolated structure at a distorted geometry from the Open Molecules 2025 dataset. Energies are from the ωB97M-V functional and the def2-TZVPD basis.

Net charge   +2
Strongest force on any atom   1.679 eV/Å
HOMO   -13.9 eV
LUMO energy   -5.48 eV
ΔE to the lowest compared entry with this formula, charge and spin   1.01 kcal/mol

Structure (XYZ):
```
69
Properties=species:S:1:pos:R:3:forces:R:3:nbo_charge:R:1
Ir -0.568398 1.648539 1.733378 0.0 0.0 0.2 1.2182
N -2.209273 0.500185 2.300391 -0.3 0.5 -0.1 -0.7407
C -1.960572 0.024668 3.698543 -0.4 -0.2 0.2 -0.1639
C -1.596103 -1.447104 3.680570 0.3 0.1 0.2 -0.4460
C -2.716347 -2.457300 3.516576 -0.3 0.2 0.3 -0.4205
C -2.119628 -3.854044 3.535946 -0.1 -0.3 -0.3 -0.2174
N -1.599946 -4.224821 2.208921 -0.2 -0.2 0.1 -0.5700
C -0.439437 -3.854957 1.670944 0.9 0.5 1.0 0.6756
N -0.238299 -3.987151 0.365504 -0.3 -0.5 -0.7 -0.7678
N 0.543695 -3.335045 2.409935 -0.7 -1.3 0.8 -0.7753
C -0.845681 0.809650 4.415711 0.0 -0.2 0.1 0.7717
O -0.590301 0.528332 5.556936 0.0 0.1 -0.1 -0.5738
O -0.257922 1.748099 3.717875 0.1 0.1 -0.3 -0.7224
H -3.096480 0.991255 2.245295 0.0 0.0 0.0 0.4041
H -2.293063 -0.295796 1.674020 0.0 0.0 0.0 0.4004
H -2.861404 0.194523 4.294688 0.0 -0.1 0.0 0.2345
H -1.110399 -1.631870 4.643866 0.0 -0.1 -0.1 0.2514
H -0.840571 -1.566387 2.900568 -0.2 0.0 0.3 0.2338
H -3.295595 -2.320834 2.597441 0.1 0.0 -0.1 0.1972
H -3.438145 -2.360243 4.333462 0.1 0.0 0.0 0.2356
H -2.851350 -4.611155 3.812621 0.0 0.0 -0.2 0.2431
H -1.336889 -3.934106 4.290673 0.1 0.0 -0.1 0.2123
H -2.241790 -4.699504 1.594792 0.0 0.0 0.1 0.4130
H -0.951072 -4.359779 -0.237048 0.0 -0.1 0.1 0.4126
H 0.677465 -3.854331 -0.029267 0.0 0.1 0.2 0.4377
H 0.451889 -3.232152 3.403591 -0.2 -0.2 0.1 0.4138
H 1.295758 -2.822823 1.965525 -0.1 0.0 -0.2 0.4583
C 3.477130 -1.845648 -3.372693 0.0 0.0 0.0 -0.6310
C 2.725000 -0.635058 -3.886543 0.0 0.0 0.0 -0.0284
C 2.084074 -0.879487 -5.242737 0.0 0.0 0.0 -0.4075
C 1.540038 0.425705 -5.796287 0.0 0.0 0.0 -0.4315
C 0.683166 1.129400 -4.776684 0.0 0.0 0.0 -0.0112
C -0.215435 2.093419 -5.172084 0.0 0.0 0.0 -0.2071
C -1.051912 2.706581 -4.242426 0.0 0.0 0.0 0.4198
F -1.904356 3.635046 -4.674188 0.0 0.0 0.0 -0.2917
C -1.038344 2.368752 -2.920329 0.0 0.0 0.1 -0.2425
C -0.131679 1.390928 -2.489127 0.0 0.0 0.0 -0.1480
C -0.107880 1.005756 -1.091182 -0.3 0.2 0.3 0.4935
O -0.884939 1.643792 -0.293365 0.2 -0.1 -0.3 -0.6725
C 0.759202 -0.044237 -0.724774 -0.1 -0.4 0.3 -0.3647
C 1.610509 -0.560706 -1.688924 0.1 0.0 -0.2 0.1693
N 1.658418 -0.160278 -2.948571 0.0 -0.1 0.1 -0.3132
C 0.742716 0.789477 -3.408217 -0.1 0.0 0.0 0.2250
C 0.792729 -0.774647 0.606678 -0.4 1.6 0.0 0.8259
O 1.332229 -1.868776 0.671155 1.0 0.6 -1.1 -0.7091
O 0.251870 -0.206908 1.641042 0.6 -0.5 -0.6 -0.7220
H 4.216880 -2.117360 -4.123838 0.0 0.0 0.0 0.2557
H 2.814516 -2.701544 -3.231636 0.0 0.0 0.0 0.2184
H 4.019679 -1.652686 -2.448186 0.0 0.0 0.0 0.2244
H 3.419246 0.206337 -3.979390 0.0 0.0 0.0 0.2152
H 1.287149 -1.621016 -5.135916 0.0 0.0 0.0 0.2158
H 2.830481 -1.298472 -5.916049 0.0 0.0 0.0 0.2453
H 0.949567 0.250316 -6.695353 0.0 0.0 0.0 0.2479
H 2.367775 1.077766 -6.089055 0.0 0.0 0.0 0.2371
H -0.298233 2.372760 -6.214965 0.0 0.0 0.0 0.2534
H -1.718485 2.831691 -2.221899 0.0 0.0 0.0 0.2519
H 2.286903 -1.344472 -1.386691 0.0 0.0 -0.1 0.2535
N -1.368813 3.562179 1.962230 0.0 0.0 -0.2 -0.7315
C -0.332691 4.574968 1.594155 0.0 0.0 0.0 -0.2394
C 1.016663 4.048446 2.026350 0.0 0.0 0.0 -0.2470
N 1.188696 2.708523 1.398680 0.0 0.1 0.1 -0.7324
H -2.190215 3.710898 1.382802 -0.1 0.1 0.1 0.4079
H -1.646596 3.694539 2.933519 0.0 -0.1 0.0 0.4144
H -0.546495 5.539840 2.051078 0.0 0.0 0.0 0.2385
H -0.369332 4.693190 0.510177 0.0 0.0 0.0 0.2121
H 1.039886 3.897082 3.105311 0.0 0.0 0.0 0.2436
H 1.818440 4.729751 1.743943 0.0 0.0 0.0 0.2314
H 1.968793 2.219443 1.832061 0.0 0.0 0.0 0.4192
H 1.413505 2.808861 0.410473 0.0 0.0 0.0 0.3960
```
Forces are in eV/Å.

Here is a 2-piece molecular cluster, C6H19NSi2 overall at a distorted geometry from the Open Molecules 2025 dataset. Energies are from the ωB97M-V functional and the def2-TZVPD basis.

Net charge   0
Strongest force on any atom   3.854 eV/Å
HOMO   -7.7 eV
LUMO energy   0.35 eV
ΔE to the lowest compared entry with this formula, charge and spin   112.46 kcal/mol

Structure (XYZ):
```
28
Properties=species:S:1:pos:R:3:forces:R:3:nbo_charge:R:1
C 3.717959 0.213794 1.509142 2.2 -0.1 -2.7 -0.6206
C 4.010741 0.161169 -1.079483 -0.9 0.7 1.2 -0.6325
C -2.800669 -1.521957 -0.985466 0.0 0.6 3.8 -1.0349
C -2.917571 0.364744 1.805208 0.1 0.2 -3.0 -1.0597
C -4.264752 1.279476 -1.012330 -1.4 0.1 0.6 -1.1233
C 3.304431 -0.446413 0.215124 -1.6 1.1 -2.3 -0.6838
N 1.611725 1.555973 -0.557543 -2.1 -1.4 -0.9 -1.3089
Si 1.416002 -0.171538 -0.335031 0.7 0.1 -0.4 1.0314
Si -2.940180 0.290786 -0.126932 2.4 -2.0 -0.6 1.3186
H 4.755591 0.454346 1.264705 0.2 0.7 0.6 0.2053
H 3.211658 1.078968 1.822471 -0.8 1.0 0.5 0.1924
H 3.847452 -0.521898 2.208779 -0.4 -1.5 2.4 0.2159
H 3.373531 0.521868 -1.873658 -0.5 0.1 -0.1 0.2121
H 4.620658 -0.521941 -1.538569 1.5 -2.2 -1.0 0.2025
H 4.692551 0.977046 -0.902102 0.0 0.6 0.7 0.2079
H -3.661277 -2.170514 -0.887068 -0.5 0.2 -0.4 0.2216
H -2.465584 -1.363959 -1.944784 0.3 0.3 -2.5 0.2227
H -2.003740 -2.126892 -0.504573 -0.2 0.6 0.0 0.2335
H -3.914791 0.594994 1.999258 -1.5 0.6 1.5 0.2239
H -2.566561 -0.490206 2.266115 0.0 -2.4 0.7 0.2399
H -2.146010 1.018941 2.116970 0.1 1.6 0.1 0.2401
H -4.246309 2.309676 -0.655167 -0.1 0.1 0.2 0.2387
H -4.306320 1.392245 -2.101007 0.6 -0.5 0.1 0.2565
H -5.278727 0.858052 -0.736253 1.0 0.4 -0.1 0.2394
H 3.549794 -1.499519 0.189867 -0.1 -0.3 0.4 0.2159
H 0.840168 2.158740 -0.847702 0.4 -0.4 0.4 0.3974
H 2.149879 1.917388 0.163237 1.4 1.5 1.2 0.3716
H -1.499280 0.773443 -0.338766 -0.8 0.2 -0.4 -0.2237
```
Forces are in eV/Å.